(1)
Entry from OMol25: a 12-piece molecular cluster, C27H82N4O15 overall (ωB97M-V/def2-TZVPD).

Each line ends with the Mulliken charge.
Atoms and positions in Å:
C1 -1.693 -2.166 -3.625  0.373
H1 2.573 1.924 -0.769  0.477
H2 -0.553 -1.857 4.008  -0.026
O1 3.889 -1.629 3.907  -0.575
C2 -2.167 -3.897 -0.208  1.511
O2 -2.466 -2.831 -4.623  -0.638
C3 -0.888 2.346 3.839  -0.765
H3 -4.091 7.345 -0.626  0.290
C4 2.504 2.915 -3.810  -0.378
C5 2.721 2.601 1.949  0.159
H4 -3.171 7.347 -2.066  0.269
O3 2.708 4.011 -2.956  -0.553
H5 -4.420 6.056 -1.754  0.330
C6 -3.493 -4.616 -0.031  -1.216
H6 4.293 -0.736 0.051  0.202
C7 -0.971 -0.906 -4.117  -0.005
N1 -2.207 -2.615 0.494  -0.385
H7 -3.030 -2.031 0.468  0.157
O4 3.424 -5.039 -1.039  -0.404
H8 -2.334 -1.897 -2.786  0.102
C8 0.194 -0.296 0.728  0.094
H9 -0.863 -5.668 0.068  0.453
C9 -4.555 -6.752 -0.596  -0.805
H10 -1.635 -0.606 -4.928  0.583
H11 -0.066 -4.159 -0.128  0.048
C10 -1.755 5.755 2.079  -0.946
H12 -0.908 -4.556 1.407  0.203
H13 3.750 -1.560 4.854  0.336
H14 5.049 -4.953 0.185  0.323
H15 1.219 0.029 0.903  -0.295
O5 -3.610 -5.711 -0.912  -0.357
H16 -1.739 2.579 4.479  0.388
H17 1.220 -3.733 -1.991  -0.509
C11 2.833 3.455 0.620  0.203
C12 3.738 2.330 4.263  -0.572
H18 1.294 2.682 -0.331  0.233
H19 -1.716 5.850 3.164  0.438
N2 1.981 -1.828 -2.180  -0.151
O6 3.139 0.366 -1.255  -1.090
H20 -3.065 0.040 0.638  0.028
H21 -4.350 -3.980 -0.252  0.419
H22 -0.183 3.168 3.962  0.246
H23 -2.265 -2.962 1.441  0.077
O7 -2.229 -2.921 3.381  -0.514
O8 -1.480 2.255 2.517  -0.305
H24 -4.699 -7.544 -1.330  0.259
H25 4.312 -6.577 -0.084  0.287
H26 2.599 5.183 1.620  0.518
C13 2.602 -3.686 -3.508  -2.007
H27 4.807 0.927 -0.053  0.428
H28 3.219 1.659 1.716  0.124
H29 -0.498 1.349 4.041  0.144
O9 0.204 3.650 -4.474  -0.607
H30 2.989 1.960 -3.607  -0.011
H31 -0.921 -2.799 -3.187  -0.188
H32 2.716 -4.769 -3.469  0.475
C14 0.986 2.693 -3.755  0.899
H33 2.497 -1.456 2.451  -0.185
H34 -0.281 -3.459 3.539  0.250
C15 4.123 -5.513 0.057  -0.756
H35 -2.799 -2.471 4.009  0.282
O10 -2.596 5.929 -0.848  -0.327
H36 3.885 3.639 0.401  0.581
H37 4.379 1.535 3.884  0.318
H38 1.833 -3.466 -4.248  0.409
H39 -0.544 -2.032 0.238  -0.118
H40 -0.948 -0.155 -3.328  -0.217
H41 0.269 0.551 -1.262  -0.140
H42 1.065 4.776 0.925  -0.045
C16 -2.940 4.811 -0.033  -0.199
H43 4.133 2.979 5.045  0.258
N3 2.267 2.858 -0.536  0.485
H44 0.314 -1.613 -5.398  0.299
H45 -5.541 -6.290 -0.538  0.315
H46 -1.701 6.743 1.621  0.411
H47 -0.984 1.958 0.826  -0.238
H48 -2.599 -3.766 -4.447  0.343
H49 -0.726 3.438 -4.364  0.331
C17 -3.620 6.670 -1.340  -0.762
N4 -3.422 4.075 2.300  -0.732
H50 -1.094 -3.106 5.085  0.458
C18 2.195 -3.272 -2.146  1.143
O11 0.300 -1.577 0.187  0.730
H51 1.585 -1.456 -3.032  0.393
H52 2.728 -3.095 3.205  0.200
H53 -3.566 4.282 3.278  0.289
C19 4.414 0.098 -0.641  -0.785
H54 4.157 -3.164 -1.325  0.641
H55 -2.081 3.004 2.533  0.116
C20 -3.075 5.191 1.499  0.347
C21 3.207 -3.622 -1.050  -0.533
H56 5.191 -0.111 -1.376  0.341
H57 2.747 -3.253 -0.134  0.223
O12 -0.367 2.036 0.094  -0.060
H58 3.533 -3.190 -3.783  0.397
H59 0.629 2.509 -2.741  -0.459
C22 -1.030 -2.837 4.031  -0.540
H60 -0.243 -0.254 1.726  0.300
H61 0.742 1.735 -4.212  0.152
H62 3.628 -5.378 1.018  0.240
H63 -5.339 -1.092 -0.734  0.315
H64 -4.490 0.943 0.392  0.402
H65 1.413 -1.639 -1.366  -0.176
H66 2.886 -0.455 -1.684  0.524
H67 1.691 2.372 2.223  0.014
H68 2.464 3.730 -2.071  0.465
H69 1.880 -1.720 4.082  0.323
H70 -4.323 -7.237 0.352  0.314
C23 -3.916 0.123 -0.039  -0.441
C24 2.137 4.759 0.729  -1.425
C25 -0.952 -4.611 0.319  -1.347
O13 0.343 -1.220 -4.523  -0.604
H71 -2.017 -3.772 -1.281  -0.332
C26 2.650 -2.021 3.371  -0.129
H72 -3.811 4.278 -0.414  0.510
H73 -4.352 3.764 2.061  0.234
H74 -3.577 0.395 -1.039  0.223
C27 -0.330 0.684 -0.361  0.669
O14 3.529 3.108 3.066  -0.501
H75 2.779 1.937 4.601  0.190
H76 -3.895 5.895 1.638  0.460
H77 2.937 3.167 -4.778  0.462
H78 -2.107 4.117 -0.144  -0.363
H79 2.400 5.421 -0.096  0.406
H80 -1.334 0.374 -0.652  -0.707
H81 -0.885 5.127 1.888  -0.264
O15 -4.655 -1.107 -0.060  -0.596
H82 -3.737 -4.799 1.016  0.443

## Properties
- E_LUMO (alpha / beta) (eV) = -1.72 / -7.23
- highest occupied orbital energy (alpha / beta) (eV) = -11.31 / -11.31
- orbital gap (alpha / beta) (eV) = 9.6 / 4.1
- 2S+1 = 2
- net charge = +1

***

(2)
Entry from OMol25: a 2-piece molecular cluster, C10H16 overall (ωB97M-V/def2-TZVPD).

Each line ends with the Mulliken charge.
Atoms and positions in Å:
H1 0.447 -0.509 -3.768  0.384
H2 1.657 3.659 1.629  0.319
C1 1.916 -1.184 -2.356  -0.359
H3 0.893 3.219 3.096  0.304
C2 2.222 -1.375 -1.036  -0.413
H4 -1.845 -0.201 0.167  0.316
H5 1.325 -1.668 0.914  0.281
C3 0.658 3.590 2.084  -1.015
H6 2.604 -1.414 -3.168  0.333
C4 -0.392 2.680 1.423  -0.544
C5 -0.130 -0.980 -0.509  0.785
C6 0.628 -0.737 -2.739  -0.618
H7 -1.453 -3.232 0.511  0.382
H8 0.168 4.553 2.236  0.279
C7 -2.065 -2.377 0.345  -1.207
H9 -1.477 -0.766 -2.049  0.346
H10 -0.562 3.165 0.447  0.286
C8 -1.227 -1.078 0.496  -0.806
H11 3.216 -1.729 -0.745  0.352
C9 1.167 -1.273 -0.106  -0.297
H12 -0.901 -0.975 1.528  0.433
H13 -2.357 -2.485 -0.718  0.319
C10 -0.415 -0.847 -1.873  -0.582
H14 0.074 1.777 1.125  0.058
H15 -2.990 -2.248 0.926  0.349
H16 -1.161 2.435 2.142  0.313

## Properties
- E_LUMO (eV) = 0.95
- highest occupied orbital energy (eV) = -8.85
- structure (SMILES) = CCc1ccccc1.CC
- orbital gap (eV) = 9.8

***

(3)
Entry from OMol25: a 2-piece molecular cluster, C5H7NO overall (ωB97M-V/def2-TZVPD).

Each line ends with the Mulliken charge.
Atoms and positions in Å:
H1 0.999 2.327 -0.513  0.249
H2 -1.128 -2.480 -0.464  0.355
H3 -1.172 0.224 2.321  0.307
C1 0.229 0.472 -0.768  0.257
H4 -0.153 -1.078 1.129  0.176
C2 -0.409 0.414 1.568  -0.741
H5 1.057 -1.388 -1.639  0.390
C3 0.280 -0.864 -1.094  -0.485
C4 -0.812 0.553 0.225  0.243
C5 -0.727 -1.484 -0.285  -0.473
O1 -1.674 -0.506 0.006  -0.265
N1 1.086 1.499 -1.084  -0.502
H6 2.039 1.248 -1.303  0.221
H7 0.465 0.960 1.927  0.266

## Properties
- E_LUMO (eV) = 0.78
- highest occupied orbital energy (eV) = -8.13
- orbital gap (eV) = 8.9

***

The calculated total energy results, record by record, are as follows: -65986.20764, -10628.58573, -8831.80029 eV.